Formula: C42H68BLaN8O6S5
Source: the OMol25 dataset
Level of theory: wB97M-V/def2-TZVPD

The calculation puts the frontier orbital gap at 0.26536 hartree. The calculation puts the energy at -124581.5808 eV. The charge is 0.

Each line ends with the Mulliken charge.
Geometry (Å):
La  0.0579  1.1795  -0.4559  2.994
C  -2.9934  -2.6055  -1.6896  -1.133
C  -1.5233  -2.4658  -2.0947  0.296
C  -1.3420  -1.2467  -2.9926  -0.927
C  -0.6487  -2.4877  -0.8794  0.154
C  0.1403  -3.5971  -0.4664  -1.366
C  0.6320  -3.2083  0.7724  -0.488
C  1.5108  -4.0741  1.6400  0.312
C  2.6072  -3.2396  2.3699  0.631
C  0.7343  -4.9288  2.5822  -1.397
N  0.2507  -1.9506  1.0421  1.212
N  -0.5115  -1.4959  0.0091  -0.480
B  0.2985  -1.1612  2.3949  -2.290
N  1.5488  -0.3386  2.5760  0.821
N  2.2852  -0.0566  1.4506  0.592
C  3.4957  0.2478  1.8595  -0.107
C  3.5382  0.1499  3.2258  -1.613
C  2.3054  -0.1803  3.6971  0.468
C  1.8405  -0.4462  5.1179  0.281
C  1.9468  -1.7704  5.8762  -1.569
C  0.5110  0.2593  5.3395  -1.279
C  4.7088  0.6887  1.0870  0.343
C  5.8007  0.3451  -1.3311  -0.756
C  4.7619  2.1882  0.9297  -1.154
N  -1.0762  -0.3624  2.4926  0.774
N  -1.0290  1.0027  2.0074  0.891
C  -2.1409  1.5584  2.4980  -0.415
C  -2.9231  0.6195  3.1675  -1.316
C  -2.2481  -0.5679  3.1179  0.274
C  -2.9089  -1.8847  3.4704  0.378
C  -2.3137  -2.7286  4.4729  -1.240
C  -3.3093  -2.5182  2.0532  -1.243
C  -2.4692  3.0496  2.5345  0.569
C  -2.4130  3.4771  3.9688  -1.482
C  -3.7938  3.3759  1.8547  -1.304
H  -3.6113  -2.5058  -2.5658  0.559
H  -3.2351  -1.7483  -1.0143  -0.085
H  -3.1560  -3.6089  -1.2089  0.274
H  -1.2603  -3.3404  -2.6952  0.491
H  -1.7639  -0.3711  -2.5289  -0.111
H  -1.8703  -1.2907  -3.9363  0.560
H  -0.2640  -0.9351  -3.0895  0.078
H  0.3201  -4.5585  -0.9496  0.554
H  1.9932  -4.7176  0.8828  0.673
H  2.0908  -2.7081  3.2117  -0.548
H  2.9919  -2.4250  1.7608  -0.957
H  3.4376  -3.9366  2.5342  0.783
H  0.1671  -4.2969  3.2182  -0.031
H  1.3956  -5.6198  3.2600  0.329
H  0.0318  -5.5276  2.0482  0.442
H  0.3554  -2.0569  3.2995  0.428
H  4.4658  0.3068  3.8334  0.364
H  2.5806  0.1830  5.6257  0.558
H  1.2395  -2.5969  5.5815  0.089
H  1.8196  -1.5310  6.9234  0.560
H  2.9476  -2.2375  5.6712  0.317
H  -0.2534  -0.2291  4.7782  0.193
H  0.5660  1.3064  5.0233  0.308
H  0.2471  0.2471  6.4419  0.440
H  5.5548  0.4978  1.7945  0.496
H  4.0060  1.1963  -1.4436  -0.349
H  6.3696  -0.4357  -1.8641  0.295
H  6.1420  1.3535  -1.4322  0.239
H  3.8657  2.5885  0.4629  -0.091
H  5.6866  2.6077  0.3754  0.219
H  4.6903  2.6013  1.9819  0.435
H  -3.9178  0.7032  3.5953  0.474
H  -3.8913  -1.5314  3.8515  0.644
H  -1.5203  -3.2981  4.0577  0.002
H  -3.0949  -3.2981  5.0388  0.449
H  -1.8241  -2.1212  5.2476  0.280
H  -2.5231  -3.0712  1.5495  0.007
H  -3.7413  -1.7745  1.3981  0.358
H  -4.0880  -3.2837  2.1868  0.488
H  -1.6862  3.5905  2.0635  -0.159
H  -3.0911  2.8258  4.5456  0.290
H  -2.7665  4.5221  4.0956  0.448
H  -1.3649  3.4009  4.3615  0.270
H  -4.6043  2.8361  2.3671  0.305
H  -3.6928  3.3043  0.7618  0.216
H  -4.0358  4.4943  2.0497  0.393
S  5.1621  4.8177  -1.7361  -0.197
C  3.5735  4.3923  -1.8741  0.206
S  2.2256  5.0187  -0.9552  -0.142
C  0.9851  3.8786  -1.4468  0.116
C  1.3191  3.0082  -2.4342  -0.228
S  0.3817  1.8301  -3.2026  -0.380
S  3.0410  3.0936  -2.9235  -0.182
S  -0.5254  4.0163  -0.6248  -0.582
O  -2.3398  1.2363  -1.1170  -0.279
H  -2.9586  0.5260  -0.8815  0.090
H  -2.6316  1.7634  -1.9268  0.273
O  1.3813  2.5871  1.3485  -0.547
H  1.0308  3.5019  1.2463  0.359
H  0.9783  2.2244  2.1773  -0.044
O  1.7673  -0.4823  -1.4689  -0.081
H  1.7899  -1.3142  -0.9993  -0.185
H  2.6882  -0.2742  -1.7628  0.392
O  -2.6877  3.2323  -2.8569  -0.722
H  -2.1114  3.7750  -2.3288  0.289
H  -2.0939  3.0151  -3.5461  0.309
N  4.3618  0.2290  -1.4696  -0.370
C  4.9376  -0.1385  -0.1923  1.164
C  5.1110  -1.6677  0.0183  -0.993
C  5.9710  -2.1501  1.0122  0.134
C  6.1791  -3.4787  1.1916  -0.685
C  5.4642  -4.3849  0.4605  -0.433
C  4.6130  -3.9340  -0.5205  -1.039
C  4.4551  -2.6012  -0.7418  0.425
H  6.5105  -1.4697  1.7061  0.246
H  6.8830  -3.7747  2.0562  0.245
H  5.5416  -5.4725  0.6334  0.362
H  4.1129  -4.6732  -1.0446  0.516
H  3.7259  -2.3606  -1.5122  0.560
O  -5.7624  1.0898  -5.8028  -0.549
C  -4.5142  1.6407  -5.9629  0.163
O  -3.5821  1.2795  -5.3327  -0.557
C  -4.5589  2.7411  -7.0235  0.405
N  -5.9370  3.1614  -7.1786  -0.579
C  -6.0495  3.9001  -8.5147  -0.598
C  -4.8081  3.3552  -9.2842  -0.502
C  -4.1893  2.2867  -8.4380  -0.652
H  -3.8999  3.5213  -6.6918  0.349
H  -6.2371  3.6880  -6.4004  0.212
H  -6.2920  1.6046  -6.3986  0.485
H  -5.9538  4.9872  -8.3309  0.231
H  -6.9898  3.7859  -9.0056  0.359
H  -4.1693  4.2546  -9.4254  0.271
H  -5.0860  2.8423  -10.2371  0.308
H  -3.1169  2.2019  -8.4015  0.390
H  -4.7347  1.3544  -8.7038  0.262

***

Formula: C42H68Br3N7O12
Source: the OMol25 dataset
Level of theory: wB97M-V/def2-TZVPD

The calculation puts the frontier orbital gap at 0.24101 hartree. The calculation puts the energy at -289785.2097 eV. The charge is 0.

Each line ends with the Mulliken charge.
Geometry (Å):
C  -0.3545  2.1941  5.9869  -1.680
C  -0.4788  1.3003  4.7184  0.900
C  0.8451  0.9110  4.1498  0.256
C  1.7853  2.0740  3.8176  -1.192
N  3.0275  1.6990  3.0342  1.231
C  3.8770  2.9626  2.8801  -0.843
C  4.6772  2.7848  1.5903  -0.821
C  3.7065  2.1104  0.6518  -0.904
C  2.6217  1.5179  1.5545  0.235
C  3.8738  0.5672  3.6392  -0.627
C  4.3926  0.8976  5.0181  -0.652
C  5.0944  -0.2947  5.7047  -1.428
H  -1.3061  2.5582  6.3792  0.438
H  0.1764  3.1435  5.8462  0.321
H  0.1787  1.7400  6.8257  0.413
H  -1.2041  1.7354  4.0359  -0.700
H  -0.8931  0.3653  5.0944  0.075
H  0.5954  0.3674  3.2257  -0.474
H  1.3250  0.0873  4.6835  0.381
H  2.2339  2.4162  4.7506  0.696
H  1.3195  2.9259  3.3307  0.270
H  4.5517  3.0794  3.7238  0.397
H  3.1600  3.7807  2.8540  0.523
H  5.5094  2.1054  1.7897  0.286
H  5.1493  3.7038  1.2491  0.506
H  4.1832  1.3633  0.0180  0.318
H  3.2061  2.7855  -0.0427  0.478
H  2.4388  0.4513  1.4214  0.127
H  1.7102  2.0653  1.3274  -0.356
H  4.6579  0.3647  2.9147  0.715
H  3.1023  -0.2024  3.6458  0.337
H  3.5959  1.2457  5.6779  0.284
H  5.1440  1.6902  5.0232  0.251
H  4.5217  -1.1964  5.4993  0.347
H  5.4176  -0.0396  6.7102  0.393
H  6.0682  -0.4416  5.2233  0.366
C  -0.5612  1.2857  -2.5815  -1.604
C  0.1450  0.1791  -1.8505  0.616
C  -0.0100  0.4659  -0.3239  2.809
O  -0.2561  -1.1181  -2.2390  1.688
H  -0.3662  1.2875  -3.6580  0.367
H  -0.4673  2.3291  -2.2615  0.366
H  -1.6403  1.1024  -2.4715  -0.116
H  1.2064  0.2553  -2.1332  -0.051
H  0.2165  1.5282  -0.1791  0.547
H  0.7410  -0.0892  0.2387  -2.210
H  -1.0166  0.2567  0.0208  -0.919
C  -0.4417  4.6475  -4.7836  0.011
Br  0.6950  4.9362  -6.3725  -0.039
Br  -2.1957  3.9374  -5.3909  0.018
Br  -0.6376  6.1867  -3.6641  0.002
H  0.0259  3.9031  -4.1541  0.013
C  -4.8425  -1.1446  -4.2977  -0.617
C  -5.2985  -0.4957  -5.4474  -0.695
C  -4.4394  0.2351  -6.2294  0.794
C  -3.0575  0.2599  -5.8994  -0.458
C  -2.5876  -0.3694  -4.7469  -0.074
C  -3.5164  -1.0129  -3.9361  -0.290
O  -3.1044  -1.6970  -2.8264  -0.762
O  -4.8494  0.9000  -7.3316  -0.607
H  -5.5089  -1.6691  -3.6287  0.453
H  -6.3604  -0.5103  -5.6621  0.386
H  -2.3876  0.6899  -6.6355  0.402
H  -1.5171  -0.5076  -4.6954  0.444
H  -2.2763  -1.3654  -2.4389  0.307
H  -4.1831  1.4321  -7.7656  0.292
C  0.3715  -2.8203  2.3032  -0.351
C  -0.3485  -2.8563  1.1180  -0.401
C  -1.5065  -2.0981  1.0014  0.134
C  -2.1108  -1.5695  2.1441  -0.588
C  -1.5032  -1.7660  3.3745  -0.554
C  -0.2478  -2.3814  3.4683  0.860
O  0.3025  -2.7000  4.6793  -0.613
O  -2.0203  -1.9224  -0.2307  -0.524
H  1.3828  -3.2045  2.3952  0.167
H  0.1562  -3.1668  0.2105  0.004
H  -3.0776  -1.0983  2.0206  0.685
H  -1.9013  -1.3631  4.2972  0.510
H  1.1833  -3.0741  4.6020  0.322
H  -1.2764  -1.8638  -0.8897  -0.296
C  -4.2888  2.8357  3.2027  -0.480
C  -3.4484  3.8550  3.6317  -0.786
C  -2.1982  3.9774  3.0046  0.730
C  -1.9354  3.2316  1.8634  -0.666
C  -2.7182  2.1196  1.5367  0.208
C  -3.9183  1.9399  2.2042  -0.192
O  -4.7488  0.9183  1.8070  -0.551
O  -1.3679  4.9940  3.4003  -0.648
H  -5.1950  2.7152  3.7891  0.343
H  -3.7009  4.5199  4.4442  0.476
H  -0.9536  3.3125  1.4055  0.136
H  -2.4220  1.4250  0.7651  0.381
H  -5.5385  1.0041  2.3578  0.366
H  -0.8058  5.2522  2.6629  0.385
C  3.0809  -4.0744  -3.9235  -0.476
C  3.6862  -5.1799  -3.3281  -0.390
C  3.1771  -5.8037  -2.1949  0.218
C  1.9817  -5.3233  -1.6866  -0.270
C  1.2744  -4.3025  -2.2903  -0.502
C  1.8406  -3.6696  -3.4079  0.315
O  1.3215  -2.5529  -4.0223  -0.854
O  3.7194  -6.9085  -1.6245  -0.570
H  3.6025  -3.5603  -4.7154  0.483
H  4.6175  -5.5560  -3.7425  0.279
H  1.5349  -5.7451  -0.7931  0.483
H  0.2671  -3.9637  -2.0829  0.470
H  0.7634  -1.9942  -3.4053  -0.282
H  4.6699  -7.0204  -1.6755  0.309
C  3.7612  -2.2689  0.2669  0.602
O  3.8819  -1.8954  1.4364  -0.542
N  4.6427  -3.1642  -0.2787  -0.441
N  2.7030  -1.9643  -0.5160  0.433
H  4.4803  -3.5723  -1.1843  0.032
H  5.2536  -3.6325  0.3628  0.254
H  2.6897  -2.3330  -1.4507  0.038
H  1.9125  -1.4948  -0.1163  -0.648
C  -4.9377  3.9084  -0.9171  0.470
O  -4.6907  4.9527  -1.5217  -0.636
N  -5.9163  3.7963  0.0457  -0.398
N  -4.3760  2.7155  -1.2611  -0.112
H  -5.7602  2.9862  0.6227  0.271
H  -6.3082  4.6125  0.4767  0.262
H  -3.4939  2.7864  -1.7405  0.021
H  -4.9892  2.0081  -1.6379  0.191
C  -1.5803  -4.4316  -5.3107  0.429
O  -2.3445  -5.2706  -5.7990  -0.747
N  -0.2900  -4.3026  -5.7427  -0.228
N  -1.9271  -3.6259  -4.2665  0.022
H  -0.0109  -4.8562  -6.5270  0.179
H  0.2742  -3.5499  -5.3780  0.259
H  -2.8457  -3.6769  -3.8734  0.174
H  -1.2470  -2.9461  -3.9734  -0.097